Entry 1:
90
Properties=species:S:1:pos:R:3:lowdin_charge:R:1 method="wB97M-V/def2-TZVPD" charge=0 homo_ev=-9.17 max_force_ev_per_a=1.2 e_tot_ha=-3068.49636 orbital_gap_ha=0.27137
O 4.30 -2.20 0.81 0.17
C 3.53 -3.05 1.04 -0.50
F 3.76 -3.95 2.01 0.12
C 2.23 -3.18 0.34 0.06
B 1.35 -1.95 0.81 -0.51
O 1.66 -0.67 0.39 0.23
B 0.66 0.27 0.52 -1.12
I 0.39 1.82 -0.89 1.00
O -0.20 0.13 1.58 0.22
B -0.68 -1.19 1.57 -0.49
C -2.18 -1.49 1.29 -0.04
C -2.84 -2.57 2.14 -0.14
C -4.33 -2.69 1.87 -0.22
C -5.12 -1.55 1.70 -0.04
C -6.48 -1.65 1.40 -0.07
C -7.08 -2.91 1.27 -0.09
C -6.30 -4.05 1.47 -0.09
C -4.94 -3.95 1.76 -0.04
O 0.31 -2.17 1.70 0.32
H 1.71 -4.09 0.63 0.13
H 2.40 -3.16 -0.73 0.14
H -2.24 -1.81 0.24 0.15
H -2.71 -0.54 1.34 0.10
H -2.67 -2.41 3.21 0.13
H -2.40 -3.53 1.88 0.11
H -4.67 -0.57 1.81 0.07
H -7.05 -0.75 1.26 0.09
H -8.12 -2.99 1.03 0.10
H -6.75 -5.03 1.38 0.10
H -4.36 -4.85 1.89 0.11
C 6.59 -6.96 -2.64 0.02
C 7.59 -7.06 -1.77 0.02
C 7.54 -6.37 -0.45 -0.38
O 8.45 -6.46 0.34 0.11
C 6.32 -5.58 -0.14 0.03
C 5.32 -5.48 -1.01 0.03
C 5.37 -6.17 -2.33 -0.38
O 4.46 -6.08 -3.12 0.11
H 6.61 -7.45 -3.60 0.12
H 8.49 -7.63 -1.97 0.12
H 6.30 -5.09 0.83 0.12
H 4.43 -4.91 -0.81 0.10
C -4.50 2.96 -0.22 0.03
C -5.14 3.81 -1.02 0.02
C -6.56 4.16 -0.78 -0.38
O -7.15 4.93 -1.51 0.11
C -7.25 3.53 0.38 0.02
C -6.61 2.68 1.18 0.02
C -5.18 2.33 0.93 -0.37
O -4.59 1.55 1.65 0.08
H -3.47 2.69 -0.38 0.11
H -4.67 4.28 -1.86 0.10
H -8.28 3.81 0.53 0.12
H -7.08 2.21 2.03 0.12
C 6.60 2.74 0.80 0.03
C 6.57 3.00 -0.50 0.02
C 5.68 2.24 -1.42 -0.38
O 5.65 2.48 -2.61 0.10
C 4.83 1.18 -0.82 0.03
C 4.87 0.91 0.48 0.00
C 5.75 1.68 1.39 -0.37
O 5.77 1.46 2.59 0.07
H 7.24 3.29 1.49 0.12
H 7.17 3.77 -0.96 0.12
H 4.19 0.63 -1.50 0.12
H 4.26 0.15 0.93 0.09
C -2.45 4.31 -5.04 0.02
C -2.58 4.57 -6.34 0.03
C -3.60 3.88 -7.16 -0.38
O -3.72 4.11 -8.35 0.11
C -4.47 2.88 -6.49 0.03
C -4.34 2.62 -5.19 0.03
C -3.32 3.31 -4.37 -0.37
O -3.21 3.07 -3.18 0.07
H -1.71 4.80 -4.41 0.12
H -1.95 5.29 -6.85 0.12
H -5.21 2.39 -7.11 0.12
H -4.97 1.90 -4.67 0.12
C 1.21 3.32 2.91 0.03
C 0.82 3.73 4.10 0.03
C 1.63 3.48 5.32 -0.39
O 1.27 3.86 6.41 0.11
C 2.91 2.75 5.14 0.03
C 3.32 2.33 3.95 0.04
C 2.50 2.59 2.73 -0.34
O 2.86 2.21 1.64 0.07
H 0.63 3.48 2.01 0.10
H -0.11 4.26 4.26 0.12
H 3.49 2.58 6.04 0.12
H 4.24 1.79 3.80 0.09

Entry 2:
37
Properties=species:S:1:pos:R:3:lowdin_spin:R:1 method="wB97M-V/def2-TZVPD" charge=+1 s2=0.781 spin_multiplicity=2 homo_ev="-12.30 / -12.30" max_force_ev_per_a=6.1 e_tot_ha=-1515.91623 orbital_gap_ha="0.28965 / 0.11420"
C 0.92 1.08 0.10 0.00
N 0.10 0.69 -1.06 0.00
O 0.36 1.14 -2.12 0.00
O -0.78 -0.14 -0.90 0.00
H 1.54 1.93 -0.18 0.00
H 1.35 0.11 0.36 0.00
H 0.07 1.37 0.72 0.00
C -1.89 -2.56 0.73 0.00
N -2.75 -1.74 1.63 0.00
O -3.89 -2.05 2.01 0.00
O -2.23 -0.76 1.96 0.00
H -1.78 -3.51 1.25 0.00
H -0.99 -2.01 0.45 0.00
H -2.52 -2.64 -0.16 0.00
C -0.25 1.47 -5.62 0.00
C 0.34 1.62 -7.08 0.00
O 0.69 0.32 -7.46 0.00
S -0.49 -0.71 -6.88 0.00
O 0.21 -1.95 -6.62 0.00
O -1.66 -0.71 -7.74 0.00
O -0.77 0.22 -5.54 0.00
H -0.97 2.24 -5.32 0.00
H 0.58 1.49 -4.91 0.00
H 1.18 2.32 -7.15 0.00
H -0.34 2.02 -7.83 0.00
C 0.87 0.13 4.09 -0.03
O 1.18 1.08 3.35 0.32
N 1.08 0.09 5.45 0.48
C 0.88 -1.13 6.23 0.06
C 1.71 1.20 6.15 0.07
H 0.43 -0.84 3.80 -0.01
H 1.81 -1.69 6.17 0.03
H 0.09 -1.67 5.72 0.00
H 0.57 -1.02 7.27 0.01
H 0.89 1.86 6.44 0.04
H 2.05 0.95 7.15 0.01
H 2.40 1.80 5.55 0.01

Entry 3:
23
Properties=species:S:1:pos:R:3:lowdin_charge:R:1 method="wB97M-V/def2-TZVPD" charge=0 e_above_lowest_kcal_mol=0.00 homo_ev=-9.40 max_force_ev_per_a=4.5 e_tot_ha=-1888.17659 orbital_gap_ha=0.36185
C 3.30 -0.76 -0.20 -0.04
C 2.56 -1.02 -1.36 -0.10
C 2.81 0.26 0.73 -0.04
C 1.36 -0.39 -1.62 -0.11
C 1.69 0.98 0.31 -0.10
C 0.91 0.59 -0.78 -0.28
C -1.77 1.03 1.34 -0.67
C -2.52 -0.61 -0.53 -1.09
N -2.28 0.32 2.31 0.19
N -1.71 0.41 0.00 -0.29
O -1.23 2.08 1.43 0.05
O -1.07 0.83 -2.41 -0.50
S -0.80 1.42 -1.12 1.06
Cl -4.26 -0.52 0.08 0.55
Cl -1.87 -2.23 -0.25 0.58
H 4.04 -1.52 -0.04 0.09
H 2.82 -1.80 -2.05 0.10
H 3.23 0.44 1.67 0.08
H 0.86 -0.72 -2.56 0.13
H 1.23 1.59 1.07 0.09
H -2.54 -0.50 -1.65 0.07
H -2.73 -0.55 2.36 0.07
H -2.03 0.67 3.26 0.15

Entry 4:
27
Properties=species:S:1:pos:R:3:lowdin_charge:R:1 method="wB97M-V/def2-TZVPD" charge=-2 homo_ev=-2.68 max_force_ev_per_a=1.2 e_tot_ha=-4947.36230 orbital_gap_ha=0.27283
Pd -0.32 -0.05 -0.43 0.45
O -1.14 1.02 3.29 -0.33
S -0.21 1.68 2.40 0.42
O 0.49 2.81 2.98 -0.37
O 0.69 0.80 1.65 -0.41
C -1.26 2.44 1.09 -0.22
C -0.96 3.79 0.88 -0.10
C -1.67 4.58 0.00 -0.12
C -2.74 4.04 -0.70 -0.11
C -3.04 2.71 -0.51 -0.09
C -2.32 1.88 0.36 -0.25
S -2.99 0.19 0.31 0.40
O -2.90 -0.15 -1.11 -0.38
O -4.33 0.29 0.82 -0.33
O -2.05 -0.62 1.10 -0.42
H -0.14 4.21 1.45 0.10
H -1.40 5.62 -0.13 0.09
H -3.32 4.64 -1.39 0.09
H -3.86 2.26 -1.06 0.11
Cl 2.67 0.36 -2.66 0.15
Si 0.66 0.67 -2.24 -0.82
Cl 0.37 2.71 -2.20 0.27
Cl -0.20 0.07 -4.06 0.14
Cl 0.55 -3.00 -2.37 0.17
Si 0.77 -1.96 -0.59 -0.81
Cl 2.82 -2.03 -0.20 0.15
Cl 0.00 -3.18 0.87 0.23